Version 1
This record from OMol25 describes a cluster of 2 separate species, C4H8O in total. The level of theory is ωB97M-V/def2-TZVPD.

Results
Highest occupied orbital energy ... -9.50 eV
Charge ... 0
Orbital gap ... 10.1 eV
SMILES ... C=CC.C=O
Spin multiplicity ... 1

Each line ends with the Löwdin charge.
Element x y z (Å)
1 C -0.46 -1.53 0.78  -0.040
2 C -0.50 -0.15 0.58  -0.199
3 C -0.89 0.74 1.80  -0.130
4 H -0.12 -2.11 -0.10  0.035
5 H -0.30 -2.05 1.75  0.062
6 H -0.36 0.21 -0.48  0.074
7 H -0.13 1.57 2.13  0.097
8 H -0.96 0.05 2.64  0.046
9 H -1.81 1.33 1.81  0.052
10 C 1.35 0.48 -2.78  -0.125
11 O 0.90 1.54 -2.34  -0.035
12 H 2.32 0.44 -3.35  0.084
13 H 0.96 -0.52 -2.45  0.079

***

Version 2
This record from OMol25 describes an isolated molecule of C4H8O. The level of theory is ωB97M-V/def2-TZVPD.

Results
Highest occupied orbital energy ... -9.72 eV
Charge ... 0
Orbital gap ... 10.8 eV
SMILES ... CCCC=O
Spin multiplicity ... 1

Each line ends with the Löwdin charge.
Element x y z (Å)
1 C 0.99 -1.34 -0.26  -0.113
2 C -0.22 -0.44 -0.46  -0.256
3 C -0.69 0.40 0.76  -0.157
4 C -0.48 1.78 0.21  -0.309
5 O -1.31 2.41 -0.40  0.045
6 H 0.79 -2.25 0.33  0.074
7 H 1.79 -0.78 0.24  0.073
8 H 1.38 -1.65 -1.24  0.072
9 H 0.07 0.27 -1.24  0.100
10 H -1.08 -0.99 -0.87  0.113
11 H -1.74 0.25 1.02  0.115
12 H -0.07 0.22 1.64  0.111
13 H 0.58 2.12 0.26  0.131

***

Most stable: version 2. Least stable: version 1.

***

Version 1
This record from OMol25 describes a cluster of 2 separate species, C4H8O in total. The level of theory is ωB97M-V/def2-TZVPD.

Results
Highest occupied orbital energy ... -10.06 eV
Charge ... 0
Orbital gap ... 10.1 eV
SMILES ... C=CC=O.C
Spin multiplicity ... 1

Each line ends with the Löwdin charge.
Element x y z (Å)
1 C 0.06 -1.03 -0.81  -0.006
2 C 1.15 -0.90 -0.05  -0.150
3 C 1.96 0.33 -0.17  -0.278
4 O 1.59 1.31 -0.79  0.032
5 H -0.67 -1.83 -0.68  0.083
6 H -0.18 -0.25 -1.53  0.083
7 H 1.41 -1.63 0.72  0.100
8 H 2.93 0.33 0.35  0.113
9 C -1.68 0.74 0.49  -0.048
10 H -1.37 1.72 0.13  0.036
11 H -2.22 0.79 1.43  0.024
12 H -2.29 0.24 -0.28  0.032
13 H -0.78 0.16 0.67  -0.021

***

Version 2
This record from OMol25 describes an isolated molecule of C4H8O. The level of theory is ωB97M-V/def2-TZVPD.

Results
Highest occupied orbital energy ... -9.98 eV
Charge ... 0
Orbital gap ... 11.0 eV
SMILES ... CC1(C)CO1
Spin multiplicity ... 1

Each line ends with the Löwdin charge.
Element x y z (Å)
1 C 0.54 -0.75 -1.13  -0.055
2 C 0.10 0.07 0.07  -0.517
3 C -1.32 -0.36 0.66  -0.015
4 C 0.74 1.35 0.38  -0.144
5 O 1.20 0.21 1.03  -0.075
6 H 0.03 -0.44 -2.07  0.069
7 H -0.03 -1.86 -0.91  0.131
8 H 1.74 -0.84 -1.20  0.133
9 H -1.17 -1.43 0.87  0.078
10 H -1.51 0.34 1.52  0.092
11 H -2.08 -0.05 -0.06  0.076
12 H 0.25 1.97 1.12  0.108
13 H 1.51 1.80 -0.27  0.120

***

Version 3
This record from OMol25 describes a cluster of 2 separate species, C4H8O in total. The level of theory is ωB97M-V/def2-TZVPD.

Results
Highest occupied orbital energy ... -9.09 eV
Charge ... 0
Orbital gap ... 10.0 eV
SMILES ... C=CC=C.O
Spin multiplicity ... 1

Each line ends with the Löwdin charge.
Element x y z (Å)
1 C 0.81 -1.21 3.02  -0.003
2 C 1.09 -0.28 2.15  -0.250
3 C 2.00 -0.29 1.07  -0.241
4 C 2.19 0.64 0.11  -0.011
5 H 1.13 -2.26 2.93  0.072
6 H 0.15 -1.11 3.84  0.040
7 H 0.62 0.71 2.40  0.120
8 H 2.77 -1.14 1.13  0.131
9 H 2.87 0.60 -0.78  0.067
10 H 1.48 1.53 0.08  0.076
11 O -4.64 0.77 -4.77  -0.058
12 H -4.19 1.14 -5.54  0.030
13 H -4.19 1.15 -4.02  0.028

***

Version 4
This record from OMol25 describes a structure of composition C4H8O. The level of theory is ωB97M-V/def2-TZVPD.

Results
Highest occupied orbital energy ... -7.20 eV
Charge ... 0
Orbital gap ... 8.2 eV
Spin multiplicity ... 1

Each line ends with the Löwdin charge.
Element x y z (Å)
1 C 1.64 -0.55 0.18  -0.086
2 C 0.01 0.43 -0.69  -0.283
3 C -1.09 -0.47 -0.41  -0.144
4 C -1.51 0.61 0.57  -0.135
5 O -0.31 1.38 0.19  -0.028
6 H 2.26 0.34 0.26  0.036
7 H 1.60 -1.02 1.17  0.050
8 H 2.10 -1.24 -0.54  0.037
9 H 0.63 0.68 -1.56  0.144
10 H -1.70 -0.97 -1.16  0.085
11 H 0.24 -0.79 0.01  0.097
12 H -1.47 0.40 1.65  0.114
13 H -2.40 1.19 0.34  0.113

***

Most stable: version 1. Least stable: version 4.

***

Version 1
This record from OMol25 describes a cluster of 2 separate species, C4H8O in total. The level of theory is ωB97M-V/def2-TZVPD.

Results
Highest occupied orbital energy ... -8.56 eV
Charge ... 0
Orbital gap ... 9.7 eV
SMILES ... COC1=CC1.[H][H]
Spin multiplicity ... 1

Each line ends with the Löwdin charge.
Element x y z (Å)
1 C -0.92 1.44 0.92  -0.058
2 O 0.10 1.34 -0.06  -0.060
3 C 0.70 0.15 -0.15  -0.397
4 C 1.61 -0.59 -0.69  0.006
5 C 0.72 -1.24 0.37  -0.113
6 H -0.69 0.83 1.80  0.094
7 H -1.89 1.12 0.50  0.089
8 H -0.98 2.49 1.20  0.090
9 H 2.42 -0.76 -1.37  0.090
10 H -0.06 -1.95 0.07  0.068
11 H 1.12 -1.44 1.37  0.077
12 H -1.40 -0.55 -1.86  0.060
13 H -0.76 -0.84 -2.09  0.054

***

Version 2
This record from OMol25 describes an isolated molecule of C4H8O. The level of theory is ωB97M-V/def2-TZVPD.

Results
Highest occupied orbital energy ... -10.06 eV
Charge ... 0
Orbital gap ... 11.2 eV
SMILES ... C[C@@H]1O[C@@H]1C
Spin multiplicity ... 1

Each line ends with the Löwdin charge.
Element x y z (Å)
1 C 0.58 -1.51 -0.44  -0.043
2 C 0.79 -0.04 -0.68  -0.320
3 O 1.31 0.70 0.42  -0.024
4 C 0.02 1.05 -0.06  -0.319
5 C -1.16 0.85 0.86  -0.039
6 H 1.55 -2.02 -0.49  0.083
7 H -0.08 -1.95 -1.20  0.083
8 H 0.15 -1.70 0.55  0.073
9 H 1.27 0.20 -1.64  0.137
10 H 0.00 2.00 -0.62  0.138
11 H -1.31 -0.20 1.14  0.069
12 H -1.01 1.42 1.78  0.083
13 H -2.08 1.21 0.38  0.080

***

Most stable: version 2. Least stable: version 1.

***

Version 1
This record from OMol25 describes a cluster of 2 separate species, C4H8O in total. The level of theory is ωB97M-V/def2-TZVPD.

Results
Highest occupied orbital energy ... -8.57 eV
Charge ... 0
Orbital gap ... 9.7 eV
SMILES ... COC1=CC1.[H][H]
Spin multiplicity ... 1

Each line ends with the Löwdin charge.
Element x y z (Å)
1 C -1.71 -0.46 -0.78  -0.062
2 O -1.31 0.09 0.47  -0.062
3 C -0.03 -0.10 0.78  -0.379
4 C 0.94 0.09 1.60  0.018
5 C 1.24 -0.72 0.35  -0.109
6 H -1.33 -1.48 -0.91  0.094
7 H -1.36 0.17 -1.61  0.089
8 H -2.80 -0.48 -0.77  0.091
9 H 1.37 0.50 2.50  0.090
10 H 1.82 -0.27 -0.47  0.065
11 H 1.39 -1.80 0.42  0.077
12 H 0.55 2.09 -0.75  0.034
13 H 1.24 2.37 -0.83  0.052

***

Version 2
This record from OMol25 describes an isolated molecule of C4H8O. The level of theory is ωB97M-V/def2-TZVPD.

Results
Highest occupied orbital energy ... -10.13 eV
Charge ... 0
Orbital gap ... 11.1 eV
SMILES ... CC1(C)CO1
Spin multiplicity ... 1

Each line ends with the Löwdin charge.
Element x y z (Å)
1 C -1.27 -0.78 -0.08  -0.012
2 C -0.02 0.11 -0.13  -0.541
3 C 1.30 -0.61 -0.01  -0.027
4 C -0.04 1.52 0.25  -0.111
5 O -0.11 1.14 -1.12  -0.038
6 H -1.79 -0.75 0.88  0.081
7 H -1.96 -0.46 -0.86  0.088
8 H -1.00 -1.82 -0.28  0.075
9 H 1.47 -0.86 1.05  0.091
10 H 2.11 0.04 -0.34  0.087
11 H 1.32 -1.54 -0.59  0.079
12 H -0.92 1.98 0.70  0.114
13 H 0.90 2.01 0.51  0.114

***

Most stable: version 2. Least stable: version 1.

***

Version 1
This record from OMol25 describes the ion C5H12NO2 with charge +1. The level of theory is ωB97M-V/def2-TZVPD.

Results
Highest occupied orbital energy ... -13.86 eV
Charge ... +1
Orbital gap ... 11.0 eV
SMILES ... C=C(O)[N+](C)(C)CO
Spin multiplicity ... 1

Each line ends with the Löwdin charge.
Element x y z (Å)
1 C 2.06 0.56 0.98  0.137
2 C 1.30 -0.16 0.14  -0.377
3 O 1.78 -0.98 -0.79  0.085
4 N -0.12 0.11 -0.16  -0.241
5 C -0.53 1.30 0.61  0.002
6 C -0.36 0.51 -1.57  0.040
7 C -0.99 -1.10 0.31  -0.120
8 O -0.70 -2.29 -0.34  0.030
9 H 3.13 0.32 0.88  0.108
10 H 1.68 1.28 1.65  0.059
11 H 2.62 -1.43 -0.57  0.166
12 H -1.32 1.76 0.12  0.086
13 H -0.55 1.29 1.63  0.092
14 H 0.42 2.00 0.45  0.154
15 H -1.51 0.38 -1.77  0.171
16 H 0.08 1.46 -1.79  0.122
17 H 0.02 -0.26 -2.17  0.081
18 H -1.95 -0.64 0.09  0.135
19 H -0.94 -1.26 1.35  0.145
20 H -0.55 -2.33 -1.30  0.125

***

Version 2
This record from OMol25 describes a cluster of 2 separate species, C5H12NO2 in total. The level of theory is ωB97M-V/def2-TZVPD.

Results
Highest occupied orbital energy ... -13.13 eV
Charge ... +1
Orbital gap ... 9.7 eV
Spin multiplicity ... 1

Each line ends with the Löwdin charge.
Element x y z (Å)
1 O -2.23 0.62 0.92  0.055
2 C -1.86 1.17 1.93  -0.227
3 C -0.70 0.63 2.72  -0.135
4 C 0.45 0.13 1.77  -0.163
5 C 0.01 -0.82 0.72  -0.088
6 C 0.62 -0.88 -0.45  -0.068
7 N 0.25 -1.92 -1.46  0.223
8 H -2.33 2.09 2.30  0.129
9 H -0.27 1.36 3.40  0.114
10 H -0.97 -0.21 3.36  0.129
11 H 0.90 1.07 1.42  0.128
12 H 1.19 -0.30 2.44  0.128
13 H -0.74 -1.49 1.07  0.126
14 H 1.34 -0.16 -0.76  0.130
15 H 0.77 -1.84 -2.32  0.168
16 H -0.72 -1.64 -1.68  0.178
17 H 0.31 -2.86 -1.09  0.171
18 H 0.58 1.96 -4.71  0.031
19 H 2.12 1.75 -4.94  0.043
20 O 1.30 1.34 -4.64  -0.071

***

Most stable: version 2. Least stable: version 1.